{"formula": "C26H21Cl5CrN4O3", "method": "ωB97M-V/def2-TZVPD", "spin_multiplicity": 5, "e_lumo_ev": [0.1, -1.3], "total_charge": 0, "homo_lumo_gap_ev": [6.444, 4.981], "e_homo_ha": [-0.234, -0.232], "de_lowest_kcal_mol": 142.5, "fmax_ev_per_a": 1.27, "s2": 6.06, "elements": ["Cr", "C", "N", "C", "C", "C", "C", "C", "C", "N", "C", "C", "C", "C", "C", "C", "N", "C", "C", "C", "C", "C", "N", "H", "H", "H", "H", "H", "H", "H", "H", "H", "H", "H", "H", "H", "H", "H", "H", "H", "H", "Cl", "C", "C", "Cl", "C", "Cl", "C", "O", "C", "Cl", "C", "Cl", "C", "C", "O", "O", "H", "H", "H"], "xyz": [[-0.489265, 0.456988, -0.196756], [-0.201708, -1.364153, 2.054192], [-0.025083, 0.085964, 1.818499], [1.366188, 0.560363, 2.024891], [2.151712, 0.450722, 0.705491], [3.374271, 1.321882, 0.729837], [4.589593, 0.854947, 0.343239], [4.721587, -0.498440, 0.007635], [3.584634, -1.353165, 0.136360], [2.407601, -0.974343, 0.488849], [-1.013276, 0.847885, 2.629301], [-2.395323, 0.820709, 1.986604], [-3.625722, 0.225380, 2.862412], [-4.565668, -0.492586, 2.043786], [-4.570770, -0.436979, 0.678254], [-3.414962, -0.014037, 0.007251], [-2.342357, 0.398881, 0.624284], [-0.204289, -2.192806, 0.802912], [-0.043058, -3.567130, 0.838776], [-0.160080, -4.282594, -0.338553], [-0.446375, -3.611037, -1.518284], [-0.589364, -2.239720, -1.480564], [-0.463225, -1.554742, -0.339714], [-1.184042, -1.500768, 2.515966], [0.552332, -1.733153, 2.752221], [1.851174, 0.013899, 2.839080], [1.313030, 1.614012, 2.295545], [3.221943, 2.367727, 0.967499], [5.442622, 1.518487, 0.281837], [5.663458, -0.909292, -0.325774], [3.715335, -2.415331, -0.064545], [-0.683881, 1.881459, 2.698328], [-1.059930, 0.444113, 3.645411], [-3.391700, -0.215715, 3.830600], [-5.327059, -1.088646, 2.539081], [-5.377110, -0.870302, 0.104056], [-3.327576, -0.159792, -1.065879], [0.175730, -4.058099, 1.777263], [-0.032122, -5.357191, -0.337294], [-0.552102, -4.135097, -2.456790], [-0.799621, -1.644944, -2.357559], [1.928567, 4.207541, -5.767704], [1.093074, 3.148860, -4.696385], [-0.122525, 3.519808, -4.131795], [-0.833085, 5.053695, -4.499524], [-0.787045, 2.682365, -3.260239], [-0.903199, 3.149251, 0.083021], [-0.263682, 1.440507, -2.903358], [-0.918547, 0.666459, -2.048471], [0.942640, 1.046223, -3.503963], [1.574679, -0.523987, -3.166763], [1.614676, 1.895584, -4.377654], [3.108948, 1.397569, -5.078019], [-3.396357, 1.670883, 2.580883], [1.603345, 4.411156, 2.363060], [2.417436, 4.666739, 3.091563], [1.326840, 0.934274, -0.312632], [-4.169181, 2.019581, 1.897662], [-1.730503, 2.990281, -2.832264], [0.059169, 3.654354, 0.772462]], "forces_ev_per_a": [[-0.06, 0.32, -0.05], [-0.05, -0.03, 0.03], [0.12, -0.05, 0.01], [0.00, -0.07, 0.04], [-0.02, 0.02, -0.03], [0.00, -0.02, 0.00], [0.00, 0.01, 0.00], [0.00, -0.01, 0.00], [0.00, 0.00, 0.00], [0.01, 0.00, 0.00], [-0.15, -0.05, 0.04], [0.24, -0.25, -0.37], [-0.34, -1.20, -0.24], [0.11, 0.23, 0.66], [-0.03, 0.06, -0.22], [-0.42, -0.28, -0.41], [0.37, 0.45, 0.42], [-0.01, -0.04, -0.01], [-0.01, 0.00, 0.00], [0.01, 0.00, 0.00], [-0.01, 0.00, 0.00], [-0.03, 0.00, -0.01], [0.06, -0.03, 0.06], [0.01, 0.00, 0.02], [0.01, -0.01, -0.02], [-0.01, 0.02, 0.01], [0.00, 0.01, 0.00], [0.00, 0.00, -0.01], [0.00, 0.00, 0.00], [0.00, 0.00, 0.00], [0.00, 0.00, 0.00], [0.02, 0.03, -0.06], [0.00, 0.09, 0.03], [0.05, 0.11, 0.11], [0.04, -0.03, 0.04], [0.01, -0.03, -0.02], [0.00, 0.06, 0.00], [0.00, 0.00, 0.00], [0.00, 0.00, 0.00], [0.00, 0.00, 0.00], [-0.01, -0.03, 0.04], [0.00, 0.00, 0.00], [-0.02, 0.01, 0.01], [0.01, -0.01, -0.01], [0.00, 0.00, 0.00], [-0.01, 0.03, 0.00], [-0.15, 0.05, 0.01], [0.00, -0.02, 0.02], [-0.07, 0.00, 0.02], [0.05, 0.01, -0.04], [0.04, 0.04, -0.02], [0.01, -0.02, 0.00], [-0.01, 0.00, 0.01], [-0.19, 0.67, 0.16], [0.01, -0.02, -0.01], [-0.01, 0.03, 0.01], [0.21, -0.13, -0.01], [0.13, 0.12, -0.18], [0.01, -0.01, 0.00], [0.08, -0.07, -0.03]], "nbo_charge": [1.45, -0.25, -0.47, -0.22, 0.35, -0.11, -0.25, -0.19, 0.06, -0.44, -0.22, 0.08, -0.25, -0.12, -0.34, 0.07, -0.59, 0.29, -0.25, -0.12, -0.28, 0.14, -0.50, 0.24, 0.23, 0.20, 0.20, 0.20, 0.22, 0.21, 0.18, 0.22, 0.21, 0.19, 0.21, 0.22, 0.20, 0.23, 0.23, 0.23, 0.23, 0.04, -0.12, -0.03, 0.03, -0.27, -0.15, 0.29, -0.81, -0.04, 0.03, -0.08, 0.05, -0.52, 0.49, -0.46, -0.84, 0.18, 0.24, 0.29]}